1.
Entry from OMol25: C3H5NSSi in the gas phase (ωB97M-V/def2-TZVPD).

Structure (XYZ):
```
11
Properties=species:S:1:pos:R:3:lowdin_charge:R:1
C 0.20 -1.96 1.21 -0.26
C 1.48 -1.56 1.52 -0.64
C -0.32 -0.17 -0.26 -0.25
N -0.51 -1.15 0.42 -0.03
Si -0.57 1.51 -0.98 0.64
S 2.07 -0.11 1.05 0.65
H -0.20 -2.96 1.23 0.10
H 2.13 -2.22 1.96 0.02
H -0.77 2.24 0.18 -0.10
H -1.84 1.85 -1.71 -0.06
H 0.76 1.56 -1.51 -0.07
```

Total charge: 0
Calculated total energy, Ha: -859.6296
Largest force on an atom, eV Å⁻¹: 2.85
HOMO energy, eV: -7.948
LUMO energy, hartree: -0.0021
Frontier orbital gap, eV: 7.891
2S+1: 1
ΔE to the lowest compared entry with this formula, charge and spin, kcal per mole: 46.33

***

2.
Entry from OMol25: a molecular structure, C30H32N3O2PSV (ωB97M-V/def2-TZVPD).

Structure (XYZ):
```
70
Properties=species:S:1:pos:R:3:lowdin_charge:R:1
V -0.53 0.00 0.26 0.74
C 0.82 0.46 -3.13 -0.22
P 1.15 -0.24 -1.49 0.95
C 1.70 -1.94 -1.75 -0.39
C 2.05 -2.45 -3.00 -0.07
C 2.44 -3.77 -3.13 -0.05
C 2.49 -4.60 -2.01 -0.05
C 2.15 -4.10 -0.76 -0.06
C 1.75 -2.78 -0.64 -0.13
C 2.57 0.69 -0.86 -0.37
C 3.74 0.06 -0.43 -0.08
C 4.76 0.81 0.16 -0.06
C 4.62 2.18 0.32 -0.06
C 3.46 2.81 -0.11 -0.07
C 2.44 2.07 -0.69 -0.11
H 1.71 0.46 -3.76 0.07
H 0.49 1.49 -3.01 0.04
H 0.03 -0.10 -3.63 0.06
H 2.04 -1.82 -3.88 0.10
H 2.72 -4.16 -4.10 0.12
H 2.80 -5.63 -2.12 0.12
H 2.19 -4.74 0.11 0.11
H 1.48 -2.40 0.35 0.10
H 3.86 -1.00 -0.55 0.11
H 5.66 0.31 0.47 0.12
H 5.41 2.75 0.77 0.12
H 3.35 3.88 0.00 0.12
H 1.54 2.59 -1.02 0.10
S 2.54 -0.32 3.75 1.18
C 1.87 0.45 2.39 -0.42
N 0.69 0.05 2.01 -0.07
C 0.21 -0.93 2.88 -0.32
C -1.05 -1.54 2.81 -0.03
C -1.34 -2.52 3.74 -0.04
C -0.42 -2.89 4.73 -0.04
C 0.81 -2.27 4.82 -0.05
C 1.11 -1.28 3.89 -0.44
H 2.42 1.20 1.84 0.07
H -1.82 -1.25 2.11 0.09
H -2.31 -3.01 3.71 0.12
H -0.68 -3.66 5.43 0.12
H 1.50 -2.55 5.60 0.13
N -2.55 6.91 -0.13 0.20
C -3.10 5.79 -0.65 -0.50
O -4.15 5.75 -1.25 0.11
C -2.34 4.50 -0.42 -0.09
C -2.46 3.51 -1.39 0.04
C -1.85 2.29 -1.17 -0.11
N -1.18 2.00 -0.04 -0.06
C -1.06 2.96 0.88 -0.10
C -1.62 4.22 0.73 0.03
H -3.03 7.78 -0.28 0.13
H -1.62 6.93 0.23 0.11
H -3.03 3.69 -2.29 0.14
H -1.91 1.50 -1.91 0.11
H -0.52 2.69 1.78 0.12
H -1.51 4.94 1.53 0.13
C -3.99 -2.07 0.03 -0.13
C -3.30 -2.94 -1.01 -0.13
C -1.89 -2.37 -1.08 -0.11
O -2.02 -0.96 -0.61 -0.35
C -3.43 -0.70 -0.27 -0.13
H -3.73 -2.38 1.04 0.12
H -5.08 -2.09 -0.06 0.14
H -3.79 -2.85 -1.98 0.13
H -3.29 -3.99 -0.74 0.13
H -1.46 -2.32 -2.07 0.13
H -1.19 -2.86 -0.39 0.12
H -3.88 -0.24 -1.15 0.14
H -3.43 0.01 0.56 0.13
```

Total charge: +2
Calculated total energy, Ha: -3160.2220
Largest force on an atom, eV Å⁻¹: 1.27
HOMO energy (alpha / beta), eV: -13.765 / -13.137
LUMO energy (alpha / beta), hartree: -0.2057 / -0.2022
Frontier orbital gap (alpha / beta), eV: 8.167 / 7.636
2S+1: 2

***

3.
Entry from OMol25: 9 unconnected molecules or ions with the total composition C42H93N3O18 (ωB97M-V/def2-TZVPD).

Structure (XYZ):
```
156
Properties=species:S:1:pos:R:3:lowdin_charge:R:1
C 2.37 -1.61 3.60 -0.08
C 2.57 -1.89 5.10 -0.23
N 3.95 -2.23 5.46 -0.21
C 4.20 -3.10 6.62 -0.22
C 3.77 -2.34 7.91 -0.09
C 4.92 -1.15 5.37 -0.25
C 6.37 -1.67 5.16 -0.09
H 2.52 -2.48 2.97 0.06
H 3.02 -0.82 3.22 0.05
H 1.35 -1.34 3.34 0.07
H 2.23 -1.02 5.68 0.11
H 1.97 -2.73 5.44 0.11
H 3.55 -3.98 6.52 0.11
H 5.21 -3.49 6.73 0.10
H 2.76 -1.94 7.93 0.06
H 3.74 -3.06 8.72 0.06
H 4.43 -1.50 8.15 0.06
H 4.98 -0.46 6.22 0.10
H 4.73 -0.61 4.44 0.08
H 6.40 -2.66 4.70 0.07
H 6.81 -1.88 6.14 0.06
H 6.94 -0.93 4.60 0.06
C 3.07 -5.29 -1.93 -0.08
C 1.70 -5.96 -1.95 -0.24
N 1.28 -6.26 -0.58 -0.19
C 0.88 -7.63 -0.17 -0.23
C 1.90 -8.70 -0.50 -0.10
C 0.57 -5.17 0.09 -0.23
C 1.07 -4.79 1.53 -0.07
H 3.55 -5.29 -2.90 0.06
H 3.81 -5.81 -1.31 0.07
H 2.95 -4.27 -1.56 0.05
H 1.00 -5.32 -2.49 0.09
H 1.81 -6.92 -2.46 0.10
H 0.90 -7.60 0.92 0.10
H -0.09 -7.86 -0.59 0.11
H 2.85 -8.55 0.02 0.07
H 1.68 -9.68 -0.09 0.07
H 2.13 -8.74 -1.56 0.06
H -0.46 -5.49 0.24 0.10
H 0.57 -4.27 -0.53 0.09
H 1.04 -5.65 2.19 0.06
H 0.56 -3.87 1.83 0.06
H 2.11 -4.47 1.46 0.06
C -4.47 4.53 0.93 -0.07
C -3.90 5.04 2.24 -0.28
N -2.47 4.81 2.50 -0.17
C -1.69 5.92 1.89 -0.22
C -0.17 5.54 1.65 -0.08
C -2.15 4.85 3.94 -0.25
C -2.56 3.54 4.65 -0.09
H -4.91 3.54 1.04 0.06
H -3.67 4.51 0.18 0.06
H -5.18 5.32 0.69 0.08
H -4.03 6.12 2.31 0.10
H -4.56 4.74 3.05 0.11
H -2.13 6.13 0.92 0.10
H -1.74 6.86 2.44 0.11
H 0.48 5.40 2.52 0.06
H 0.00 4.60 1.13 0.03
H 0.29 6.32 1.05 0.07
H -2.71 5.64 4.44 0.11
H -1.07 4.90 4.07 0.10
H -2.19 2.72 4.04 0.05
H -3.63 3.42 4.84 0.06
H -2.15 3.32 5.63 0.07
C 0.76 2.92 -3.27 -0.04
C 1.79 1.83 -2.83 -0.17
O 3.13 2.37 -2.85 0.03
C 4.18 1.55 -2.56 -0.53
O 4.11 0.33 -2.55 0.10
O 5.33 2.27 -2.54 -0.01
C 6.62 1.61 -2.40 -0.03
H -0.30 2.69 -3.16 0.05
H 0.87 3.24 -4.30 0.07
H 0.82 3.80 -2.63 0.08
H 1.63 0.97 -3.47 0.11
H 1.50 1.50 -1.83 0.11
H 6.82 0.63 -2.85 0.09
H 6.90 1.54 -1.35 0.08
H 7.35 2.30 -2.82 0.09
C -2.95 -4.43 -2.19 -0.05
C -2.28 -3.42 -3.14 -0.18
O -0.86 -3.43 -2.94 0.07
C -0.17 -2.70 -3.72 -0.59
O -0.55 -1.87 -4.55 0.10
O 1.15 -2.95 -3.52 -0.03
C 2.17 -2.34 -4.29 -0.03
H -4.04 -4.48 -2.26 0.07
H -2.74 -4.16 -1.16 0.07
H -2.56 -5.44 -2.34 0.08
H -2.79 -2.46 -3.05 0.11
H -2.55 -3.57 -4.19 0.13
H 1.78 -2.24 -5.31 0.09
H 3.10 -2.90 -4.30 0.09
H 2.41 -1.33 -3.96 0.08
C -5.05 -2.03 -0.71 -0.07
C -5.86 -0.85 -0.20 -0.20
O -5.98 -0.02 -1.37 0.00
C -6.53 1.22 -1.22 -0.49
O -6.60 1.79 -0.11 0.08
O -6.92 1.76 -2.40 0.01
C -7.47 2.98 -2.45 -0.11
H -4.47 -2.42 0.12 0.09
H -4.34 -1.70 -1.47 0.05
H -5.65 -2.86 -1.09 0.08
H -5.39 -0.20 0.54 0.12
H -6.77 -1.22 0.28 0.13
H -8.47 2.98 -2.03 0.11
H -7.41 3.43 -3.45 0.08
H -6.83 3.75 -2.01 0.10
C 5.12 2.23 2.52 -0.06
C 4.42 1.65 1.30 -0.21
O 3.08 1.13 1.48 -0.01
C 2.07 2.07 1.59 -0.47
O 2.10 3.29 1.40 0.11
O 0.92 1.37 1.87 -0.03
C -0.32 2.05 1.99 -0.04
H 5.46 1.49 3.25 0.06
H 4.45 2.92 3.03 0.08
H 5.91 2.91 2.20 0.08
H 5.03 0.85 0.90 0.12
H 4.42 2.48 0.59 0.12
H -0.84 2.24 1.05 0.09
H -0.12 2.97 2.53 0.07
H -0.91 1.38 2.62 0.10
C -5.13 4.92 -5.00 -0.06
C -3.70 5.03 -4.54 -0.18
O -3.16 3.68 -4.43 0.06
C -2.16 3.39 -5.20 -0.65
O -1.62 4.05 -6.05 0.14
O -1.94 2.12 -5.01 0.00
C -1.22 1.37 -5.87 -0.09
H -5.11 4.61 -6.05 0.09
H -5.60 5.90 -5.14 0.08
H -5.72 4.27 -4.36 0.05
H -3.72 5.55 -3.58 0.12
H -3.17 5.76 -5.15 0.12
H -1.36 0.31 -5.65 0.08
H -0.15 1.58 -5.91 0.10
H -1.51 1.30 -6.92 0.10
C -2.67 1.78 -1.41 -0.03
C -2.33 0.44 -0.83 -0.19
O -0.93 0.15 -1.11 0.05
C -0.33 -0.76 -0.40 -0.56
O -0.83 -1.44 0.51 0.09
O 0.97 -0.80 -0.84 -0.03
C 1.96 -1.44 -0.02 -0.01
H -3.75 1.84 -1.51 0.07
H -2.32 1.74 -2.44 0.07
H -2.32 2.60 -0.77 0.07
H -3.02 -0.22 -1.36 0.10
H -2.49 0.33 0.24 0.13
H 1.64 -1.42 1.02 0.07
H 2.93 -0.93 -0.04 0.09
H 2.06 -2.46 -0.40 0.08
```

Total charge: 0
Calculated total energy, Ha: -3174.5601
Largest force on an atom, eV Å⁻¹: 4.97
HOMO energy, eV: -7.476
LUMO energy, hartree: 0.0236
SMILES string: CCOC(=O)OC.CCOC(=O)OC.CCOC(=O)OC.CCOC(=O)OC.CCOC(=O)OC.CCOC(=O)OC.CCN(CC)CC.CCN(CC)CC.CCN(CC)CC
Frontier orbital gap, eV: 8.117
2S+1: 1
ΔE to the lowest compared entry with this formula, charge and spin, kcal per mole: 0.00

***

4.
Entry from OMol25: a molecular structure, C30H23Cl3IN2NdO4S (ωB97M-V/def2-TZVPD).

Structure (XYZ):
```
65
Properties=species:S:1:pos:R:3:lowdin_charge:R:1
Nd 0.36 -0.53 0.49 1.63
Cl 2.30 0.97 -6.67 0.67
C 2.19 0.90 -4.96 -0.72
C 3.26 0.39 -4.26 -0.12
C 3.19 0.19 -2.90 0.02
C 2.01 0.52 -2.14 -0.38
O 2.03 0.36 -0.87 -0.30
C 0.94 1.03 -2.88 -0.15
C -0.23 1.56 -2.25 -0.05
N -0.69 1.19 -1.09 0.00
C -1.76 1.90 -0.54 -0.25
C -2.78 2.33 -1.32 -0.02
C -3.73 3.20 -0.76 -0.05
C -3.60 3.66 0.53 -0.02
C -2.52 3.23 1.34 -0.12
C -2.28 3.63 2.67 0.02
C -1.21 3.12 3.37 -0.02
C -0.46 2.13 2.75 -0.14
N -0.58 1.73 1.51 0.03
C -1.62 2.25 0.81 -0.17
C 1.03 1.29 -4.29 -0.04
H 4.11 0.14 -4.93 0.11
H 4.02 -0.21 -2.35 0.11
H -0.73 2.40 -2.74 0.14
H -2.89 2.04 -2.37 0.13
H -4.53 3.57 -1.39 0.11
H -4.34 4.26 0.94 0.10
H -2.93 4.39 3.09 0.13
H -0.99 3.42 4.35 0.10
H 0.32 1.67 3.38 0.12
H 0.20 1.83 -4.80 0.13
Cl 2.87 0.65 1.87 0.55
C 3.01 2.28 1.14 -0.98
Cl 4.16 3.22 2.09 0.54
H 2.05 2.76 1.26 0.01
H 3.25 2.22 0.08 0.04
O -2.13 -0.92 0.13 -0.13
H -2.49 -1.67 0.61 0.06
H -2.20 -1.21 -0.77 0.05
I 3.85 -7.44 -4.29 0.79
C 3.07 -5.65 -3.40 -0.66
C 3.60 -5.16 -2.21 -0.13
C 2.97 -4.11 -1.56 0.00
C 1.80 -3.55 -2.09 -0.13
C 1.38 -3.95 -3.35 -0.01
C 1.97 -5.01 -4.01 -0.14
C 1.08 -2.66 -1.16 -0.64
O 1.48 -2.63 0.03 -0.15
O 0.10 -1.95 -1.54 -0.11
H 4.49 -5.61 -1.82 0.09
H 3.32 -3.83 -0.59 0.12
H 0.48 -3.57 -3.80 0.12
H 1.65 -5.39 -4.96 0.08
S -0.33 -1.84 2.78 0.50
C -1.46 -1.09 3.83 -0.74
C -1.23 -1.08 5.21 -0.13
C -2.07 -0.40 6.07 -0.10
C -3.20 0.24 5.63 -0.12
C -3.48 0.19 4.30 -0.12
C -2.65 -0.50 3.44 -0.14
H -0.32 -1.47 5.66 0.11
H -1.87 -0.39 7.12 0.10
H -3.92 0.72 6.25 0.09
H -4.37 0.67 3.92 0.11
H -2.95 -0.42 2.39 0.09
```

Total charge: 0
Calculated total energy, Ha: -4205.5401
Largest force on an atom, eV Å⁻¹: 2.16
HOMO energy (alpha / beta), eV: -7.508 / -7.528
LUMO energy (alpha / beta), hartree: -0.0333 / -0.0332
Frontier orbital gap (alpha / beta), eV: 6.603 / 6.625
2S+1: 4
ΔE to the lowest compared entry with this formula, charge and spin, kcal per mole: 7.07

***

5.
Entry from OMol25: 2 unconnected molecules or ions with the total composition C3H7O3 (ωB97M-V/def2-TZVPD).

Structure (XYZ):
```
13
Properties=species:S:1:pos:R:3:lowdin_charge:R:1
O -1.84 1.99 0.03 -0.06
C -0.73 2.08 0.54 -0.61
O 0.28 1.33 0.47 -0.08
H -0.44 2.90 1.21 0.09
H 0.22 0.24 -0.30 -0.01
C 0.13 -1.73 -0.07 -0.40
O 0.19 -0.65 -0.89 -0.16
C 1.60 -2.45 -0.16 -0.12
H -0.66 -2.53 -0.31 0.09
H -0.05 -1.58 1.07 0.11
H 1.82 -3.22 0.67 0.06
H 2.38 -1.75 0.12 0.04
H 1.80 -2.84 -1.20 0.05
```

Total charge: -1
Calculated total energy, Ha: -344.2604
Largest force on an atom, eV Å⁻¹: 3.35
HOMO energy, eV: -4.631
LUMO energy, hartree: 0.1557
Frontier orbital gap, eV: 8.867
2S+1: 1
ΔE to the lowest compared entry with this formula, charge and spin, kcal per mole: 31.27

***

6.
Entry from OMol25: a molecular structure, C3H8OS2 (ωB97M-V/def2-TZVPD).

Structure (XYZ):
```
14
Properties=species:S:1:pos:R:3:lowdin_charge:R:1
C -1.64 0.08 1.26 -0.44
C -0.80 -0.83 -1.19 -0.50
C 2.23 0.37 -0.04 -0.67
H -2.43 -0.68 1.25 0.03
H -0.74 -0.35 1.71 -0.01
H -1.97 0.92 1.87 0.03
H 0.10 -1.25 -0.71 -0.20
H -1.60 -1.57 -1.17 0.04
H -0.56 -0.60 -2.22 0.04
H 2.32 2.25 -0.31 0.11
H 3.31 0.38 -0.23 0.07
O 1.66 1.57 -0.10 -0.06
S -1.31 0.71 -0.40 0.74
S 1.43 -0.99 0.28 0.81
```

Total charge: 0
Calculated total energy, Ha: -990.6301
Largest force on an atom, eV Å⁻¹: 4.31
HOMO energy, eV: -8.013
LUMO energy, hartree: 0.0135
Frontier orbital gap, eV: 8.380
2S+1: 1
ΔE to the lowest compared entry with this formula, charge and spin, kcal per mole: 50.52